Here is a 2-piece molecular cluster, C6H15N3O2 overall from the Open Molecules 2025 dataset. Energies are from the ωB97M-V functional and the def2-TZVPD basis.

Structure (XYZ):
```
26
Properties=species:S:1:pos:R:3:forces:R:3
C -2.1922 -1.4652 -0.0468 -1.2496 1.7429 -1.3575
C 0.1784 -2.3811 0.4671 0.2305 -1.9271 1.4060
C -0.1347 1.8157 -1.5587 -3.4566 1.4602 -1.2189
C -0.9042 1.8936 0.8678 0.7921 -2.9918 -0.2969
C -0.6867 -1.2813 0.0119 -1.1551 1.4668 0.1101
C -0.8893 1.0586 -0.4581 3.4026 0.7798 1.3115
N 2.6583 0.6849 1.1913 3.2718 0.7465 3.2540
N -0.1300 -0.1525 -0.1470 -1.7005 -0.7430 -1.1023
N 2.0325 0.6453 0.2108 -2.1472 0.2119 -3.1314
O 2.2797 -0.3082 -0.7894 3.2988 0.4135 1.0571
O 3.8281 -0.0606 1.3576 -0.6864 1.9854 3.2443
H -2.8307 -0.6573 0.5083 1.4295 -1.4789 -0.8757
H -2.5618 -1.4311 -1.1576 0.7025 -0.1408 1.9500
H -2.4042 -2.4194 0.3517 -0.6595 -1.0321 0.3858
H 0.2965 -2.2822 1.5474 0.3052 0.6634 0.2439
H 1.1798 -2.4312 0.0608 0.0392 0.2709 -0.2726
H -0.2212 -3.4042 0.5324 -0.3649 0.2674 -1.0519
H -0.3557 2.8860 -1.3030 0.6245 -0.6608 -0.6738
H 0.8845 1.6207 -1.5123 1.6720 -0.0766 0.0532
H -0.5182 1.6671 -2.6367 0.5138 -0.0904 1.6691
H -1.5011 1.2087 1.4618 0.1537 0.2396 1.0306
H -1.4778 2.7187 0.7096 -1.5827 2.5878 -0.4356
H 0.0387 2.1676 1.3421 0.0288 -0.3836 -0.2988
H 1.3816 -0.3799 -1.0719 -1.7570 -0.2305 -0.4959
H -1.9035 0.9164 -0.6064 -1.9746 -0.5344 -1.0691
H 3.9533 -0.6289 0.6672 0.2690 -2.5461 -3.4352
```
Forces are in eV/Å.

Output
2S+1 = 1
total charge = 0
ΔE to the lowest compared entry with this formula, charge and spin = 5.501 eV
orbital gap = 9.83 eV
HOMO = -9.129 eV
E_LUMO = 0.70 eV
SMILES = CC(C)=NC(C)C.O/N=N\O

Here is C6H15N3O5Zn as an isolated structure from the Open Molecules 2025 dataset. Energies are from the ωB97M-V functional and the def2-TZVPD basis.

Structure (XYZ):
```
30
Properties=species:S:1:pos:R:3:forces:R:3
Zn 0.7176 0.0884 0.6107 1.3764 -0.5997 0.9700
C 2.4711 0.2053 2.0326 -5.7142 -1.9885 -5.3295
O 1.7852 -0.8290 2.1103 -0.6216 -13.3551 6.3158
O 2.7281 0.3177 0.8417 12.4103 -0.2859 -11.3657
O 1.6387 1.0435 2.1121 -6.7413 15.5195 10.1775
C 0.3815 -2.8623 -0.4092 1.0651 1.7613 -0.5296
O 0.4435 -1.6533 -0.3899 -0.5710 2.3031 -1.2560
N 0.4923 -3.5579 0.6567 -0.1271 -1.0916 4.6156
N 0.3370 -3.6165 -1.4500 -0.5008 -3.1812 -3.8350
H 0.4556 -4.5670 0.6793 0.1440 0.5321 0.5234
H 0.7055 -2.9425 1.4286 0.3443 -0.5648 0.9503
H 0.5090 -4.5566 -1.1231 -0.0612 -0.1687 -1.5088
H 0.4749 -3.4037 -2.4276 -0.0590 0.3728 0.5220
C -1.6371 2.4128 1.2597 1.0133 1.3158 -0.4135
C -1.7807 1.3065 0.2113 -0.6508 1.5933 -0.4854
C -0.9822 1.5196 -1.0984 0.5350 0.9067 0.5363
O 0.4198 1.5515 -0.7652 -0.3938 0.7553 -0.6287
C 1.2713 1.7945 -1.9300 -0.5571 -1.3538 0.8883
N -1.3076 0.0902 0.8454 -1.7080 -0.3694 0.5019
H -2.0020 3.3944 0.9577 0.2447 0.0234 -0.9129
H -0.5679 2.5041 1.4511 0.0399 0.2191 0.4961
H -2.1831 2.3871 2.2027 0.0152 -1.3105 0.0643
H -2.8371 1.3536 -0.0529 -0.2195 -0.8241 -0.2709
H -1.2246 2.4692 -1.5755 -0.2345 0.2213 0.1996
H -1.1672 0.7669 -1.8648 -0.0890 -0.5043 0.1926
H 2.3111 1.7530 -1.6059 -0.2077 0.3114 0.2583
H 0.9831 2.7220 -2.4247 0.0695 -0.0962 0.0419
H 1.0859 0.8914 -2.5116 0.2040 0.3191 -0.8151
H -1.7304 0.1289 1.7618 0.6310 -0.0596 0.7252
H -1.7911 -0.7118 0.4672 0.3641 -0.4005 -0.6280
```
Forces are in eV/Å.

Output
2S+1 = 1
total charge = 0
orbital gap = 4.90 eV
HOMO = -4.930 eV
E_LUMO = -0.03 eV

Here is an isolated ion of composition C6H15N3S and charge +2 from the Open Molecules 2025 dataset. Energies are from the ωB97M-V functional and the def2-TZVPD basis.

Structure (XYZ):
```
25
Properties=species:S:1:pos:R:3:forces:R:3
C -2.7363 0.9426 0.3774 -0.2075 -1.8746 -3.7752
C -1.5940 -1.3659 -0.1585 -1.7302 1.0762 -2.8133
C 0.8614 0.9830 0.2979 2.5314 0.6564 1.4647
C 0.7451 -0.3895 -0.2521 -1.2120 -1.3053 0.5335
C 3.3733 -0.6402 -0.0373 -1.1014 -1.5268 -1.5016
C 1.9800 -1.3543 0.0125 2.2214 0.4379 -0.3675
N -2.3669 -0.0694 -0.4903 -0.5911 2.4087 2.6226
N -3.4084 1.9340 -0.1458 -0.7144 1.6770 0.9037
N -0.3650 -1.1026 0.3512 1.6885 0.7027 0.6334
S 1.9420 2.0931 -0.3509 -1.0437 0.8196 2.2716
H -2.2179 -1.9252 0.4967 -0.2039 -0.5855 0.6353
H -1.6506 -1.8300 -1.1852 0.4889 0.0505 1.0397
H 0.5410 1.1212 1.3549 -0.0549 0.2101 -0.8816
H 0.5751 -0.2586 -1.2849 0.0319 -0.3293 -1.6061
H 3.8330 -0.3960 0.8945 0.0123 0.7415 0.5523
H 3.2007 0.1649 -0.7770 0.9841 -0.1893 0.5699
H 4.0398 -1.3581 -0.5396 0.0130 0.4264 0.2258
H 1.8100 -1.9774 0.8953 -0.0687 0.6286 0.1969
H 2.1206 -2.1101 -0.7840 -1.1737 0.6128 -0.0136
H -2.7501 0.0959 -1.4182 0.2144 -0.5799 0.0647
H -3.9209 2.6690 0.3949 0.9708 -1.0407 -0.4172
H -3.4440 2.0604 -1.1409 -0.3457 -0.1003 -0.3710
H -2.5536 1.0229 1.4113 0.3686 -0.7330 1.1899
H -0.1136 -1.3462 1.2789 -0.5127 -0.6252 0.7373
H 2.0993 3.0363 0.7992 -0.5655 -1.5586 -1.8941
```
Forces are in eV/Å.

Output
2S+1 = 1
total charge = +2
ΔE to the lowest compared entry with this formula, charge and spin = 0.000 eV
orbital gap (spin up / spin down) = 7.31 / 7.31 eV
HOMO (spin up / spin down) = -16.896 / -16.896 eV
E_LUMO (spin up / spin down) = -9.58 / -9.58 eV

Total energy (eV)
-15025.0248 -69583.3138 -21751.7143
M (g/mol)
161.2 274.6 161.3
Maximum force (eV/Å)
4.67 19.75 4.22